[1]
{
  "formula": "C48H112N4O16",
  "method": "ωB97M-V with the def2-TZVPD basis set",
  "e_homo_ev": -7.911,
  "total_energy_ev": -90303.6721,
  "gap_ev": 8.355,
  "relative_energy_kcal_mol": 54.2,
  "smiles": "CC1(C)CCCC(C)(C)N1O.CC1(C)CCCC(C)(C)N1O.CC1(C)CCCC(C)(C)N1O.CC1(C)CCCC(C)(C)N1O.OCCO.OCCO.OCCO.OCCO.OCCO.OCCO",
  "elements": ["C", "C", "C", "C", "C", "C", "N", "O", "C", "C", "C", "H", "H", "H", "H", "H", "H", "H", "H", "H", "H", "H", "H", "H", "H", "H", "H", "H", "H", "H", "C", "C", "C", "C", "C", "C", "N", "O", "C", "C", "C", "H", "H", "H", "H", "H", "H", "H", "H", "H", "H", "H", "H", "H", "H", "H", "H", "H", "H", "H", "C", "C", "C", "C", "C", "C", "N", "O", "C", "C", "C", "H", "H", "H", "H", "H", "H", "H", "H", "H", "H", "H", "H", "H", "H", "H", "H", "H", "H", "H", "C", "C", "C", "C", "C", "C", "N", "O", "C", "C", "C", "H", "H", "H", "H", "H", "H", "H", "H", "H", "H", "H", "H", "H", "H", "H", "H", "H", "H", "H", "C", "C", "O", "O", "H", "H", "H", "H", "H", "H", "C", "C", "O", "O", "H", "H", "H", "H", "H", "H", "C", "C", "O", "O", "H", "H", "H", "H", "H", "H", "C", "C", "O", "O", "H", "H", "H", "H", "H", "H", "C", "C", "O", "O", "H", "H", "H", "H", "H", "H", "C", "C", "O", "O", "H", "H", "H", "H", "H", "H"],
  "coordinates": [[-1.8211, 0.2531, 7.3903], [-1.2650, 1.3941, 6.5130], [-0.0777, 2.1136, 7.1258], [1.2135, 1.3493, 6.9066], [1.4393, 0.8391, 5.4923], [0.2036, 0.3147, 4.7331], [-1.0273, 1.0241, 5.1068], [-2.1989, 0.4626, 4.5456], [0.5072, 0.4476, 3.2345], [0.0895, -1.1901, 5.0139], [-2.4061, 2.4396, 6.5654], [-1.2363, -0.6563, 7.5093], [-2.7961, -0.0529, 6.9946], [-2.1227, 0.6676, 8.3525], [0.0726, 3.1260, 6.7407], [-0.2095, 2.2277, 8.2027], [1.2601, 0.5675, 7.6700], [2.0655, 2.0176, 7.0631], [2.2985, 0.1645, 5.4985], [1.8471, 1.6018, 4.8179], [0.2007, 1.3708, 2.7271], [1.5739, 0.3711, 3.0072], [0.0244, -0.2602, 2.5496], [-0.8090, -1.5967, 4.5407], [0.9604, -1.6882, 4.5850], [0.0601, -1.5352, 6.0487], [-3.3686, 2.0852, 6.1934], [-2.1673, 3.3251, 5.9690], [-2.5742, 2.8472, 7.5638], [-2.3136, -0.3773, 5.0225], [-1.6485, -6.0686, -4.0159], [-1.7065, -4.5763, -3.8693], [-2.4825, -4.0611, -5.0953], [-3.2652, -2.7219, -4.9713], [-3.9330, -2.5425, -3.6504], [-3.0959, -2.9737, -2.4362], [-2.4291, -4.2483, -2.6274], [-1.8172, -4.7259, -1.4376], [-2.0527, -1.8326, -2.2277], [-3.9699, -2.9543, -1.1722], [-0.2848, -4.0289, -3.8711], [-2.6301, -6.5684, -4.0589], [-1.1490, -6.6637, -3.2464], [-1.3233, -6.4341, -4.9961], [-1.7654, -3.8478, -5.8904], [-3.1692, -4.7964, -5.5162], [-4.0013, -2.6504, -5.7772], [-2.5718, -1.9259, -5.2583], [-4.8639, -3.1074, -3.5182], [-4.2454, -1.5055, -3.4998], [-1.2945, -2.0941, -1.4884], [-1.5959, -1.4857, -3.1593], [-2.5535, -0.9015, -1.9373], [-3.4425, -3.4641, -0.3594], [-4.0844, -1.9833, -0.6878], [-4.9356, -3.4335, -1.3346], [-0.1641, -2.9733, -3.6299], [0.3577, -4.2163, -4.7377], [0.3880, -4.4694, -3.1210], [-2.1344, -5.6370, -1.4827], [3.6958, 1.9930, -2.9054], [3.6332, 1.4534, -4.3586], [5.0411, 1.3143, -4.9435], [5.7247, 0.0412, -4.3913], [4.8808, -1.1870, -4.5914], [3.4444, -1.1337, -4.0689], [2.8746, 0.1956, -4.4173], [1.5296, 0.3415, -4.0260], [2.6122, -2.1891, -4.7655], [3.4884, -1.4011, -2.5493], [2.8236, 2.4775, -5.2126], [2.6809, 2.0195, -2.5252], [4.0579, 3.0250, -2.9030], [4.3875, 1.3879, -2.3241], [4.9916, 1.2618, -6.0329], [5.7278, 2.1224, -4.6878], [5.8537, 0.2479, -3.3185], [6.7759, -0.0605, -4.6673], [5.4292, -1.9834, -4.0781], [4.8254, -1.4364, -5.6539], [1.5612, -1.9391, -4.8775], [2.9633, -2.4692, -5.7662], [2.7538, -3.1810, -4.3195], [2.5209, -1.3963, -2.0579], [3.8913, -2.4137, -2.4303], [4.2352, -0.7804, -2.0555], [1.8277, 2.1849, -5.5210], [3.3885, 2.6485, -6.1360], [2.8887, 3.4586, -4.7366], [1.4552, 0.1738, -3.0629], [1.1848, -5.7789, 4.5226], [0.7729, -5.5136, 3.0371], [-0.6739, -5.0656, 3.2251], [-1.2711, -4.3667, 1.9702], [-0.3475, -3.2764, 1.5286], [1.0979, -3.7043, 1.3064], [1.6224, -4.5796, 2.3631], [2.9721, -4.8360, 2.4617], [1.1985, -4.3501, -0.0649], [2.0263, -2.4658, 1.2463], [0.7582, -6.9345, 2.3404], [0.5199, -6.4551, 5.0480], [1.1984, -4.7714, 4.9480], [2.2113, -6.1511, 4.5527], [-1.3064, -5.9385, 3.3757], [-0.8586, -4.3232, 4.0050], [-2.3018, -4.0560, 2.1659], [-1.4680, -5.1459, 1.2180], [-0.3839, -2.6004, 2.3920], [-0.7362, -2.8199, 0.6167], [1.2649, -3.6195, -0.8780], [2.1101, -4.9490, -0.1634], [0.3297, -4.9396, -0.3676], [2.5792, -2.3249, 2.1818], [2.8506, -2.5759, 0.5421], [1.4498, -1.5579, 1.0806], [-0.2240, -7.2221, 1.9712], [1.2225, -7.7191, 2.9379], [1.4423, -6.8492, 1.4890], [3.2363, -5.3774, 1.6955], [-0.3100, 2.2870, -1.4148], [-0.0126, 0.8388, -0.9792], [1.3576, 0.4891, -1.0804], [-0.3959, 3.3158, -0.4268], [-1.2248, 2.2626, -2.0085], [0.4134, 2.7002, -2.1258], [-0.6165, 0.1023, -1.5069], [-0.3430, 0.7177, 0.0608], [1.8412, 1.0390, -0.4550], [0.5255, 3.4815, -0.1368], [-5.2370, 2.8006, -3.4320], [-4.0188, 2.2369, -2.6922], [-4.3856, 1.1862, -1.8436], [-5.9109, 1.8189, -4.2149], [-4.8701, 3.6238, -4.0549], [-6.0250, 3.1785, -2.7818], [-3.5800, 3.1177, -2.2256], [-3.3761, 1.8864, -3.5153], [-5.1053, 0.6946, -2.2559], [-5.3384, 1.4428, -4.8917], [1.1378, 5.9962, 3.1750], [0.3720, 6.6644, 2.0452], [1.2333, 6.7195, 0.9195], [1.4185, 4.6499, 2.8224], [0.6265, 6.0693, 4.1396], [2.0925, 6.5117, 3.3005], [0.0672, 7.6767, 2.3195], [-0.5096, 6.0561, 1.8242], [0.8932, 6.2724, 0.1436], [0.5906, 4.1503, 2.9077], [-1.3676, 5.4173, -3.9087], [-2.5301, 5.7691, -4.8065], [-3.1875, 6.9197, -4.2905], [-1.8308, 4.7511, -2.7311], [-0.6839, 6.2363, -3.6768], [-0.7464, 4.7034, -4.4771], [-3.2016, 4.9099, -4.8665], [-2.0465, 5.9864, -5.7591], [-3.3411, 6.7788, -3.3504], [-1.0745, 4.6204, -2.1440], [-3.5560, 3.3664, 2.9701], [-2.1333, 3.2346, 2.4356], [-1.1924, 3.3137, 3.5136], [-3.8535, 4.6483, 3.4824], [-3.7316, 2.5178, 3.6439], [-4.3005, 3.2149, 2.1823], [-1.9429, 4.0173, 1.7024], [-1.9963, 2.2453, 1.9915], [-1.1810, 2.4409, 3.9881], [-3.1104, 4.9090, 4.0430], [3.5910, 2.9764, 0.5907], [4.2417, 3.0092, 1.9643], [3.4686, 2.4136, 2.9837], [2.2244, 3.4614, 0.5147], [3.5435, 1.9630, 0.1861], [4.1721, 3.5433, -0.1432], [4.4940, 4.0266, 2.2889], [5.1786, 2.4541, 1.8986], [2.5697, 2.7654, 2.9490], [2.2141, 4.1299, 1.2345]]
}

[2]
{
  "formula": "C2H2BrCl3",
  "method": "ωB97M-V with the def2-TZVPD basis set",
  "e_homo_ev": [-10.565, -9.388],
  "total_energy_ev": -109713.4258,
  "gap_ev": [8.513, 6.042],
  "relative_energy_kcal_mol": 58.1,
  "elements": ["C", "C", "Cl", "Cl", "Cl", "Br", "H", "H"],
  "coordinates": [[0.4744, -0.0743, 0.5409], [0.0005, 0.1570, -0.7604], [0.3424, -1.8555, 0.9767], [2.2454, 0.4191, 0.6945], [-0.2120, -1.1917, -1.7399], [-2.8916, 0.9371, -0.0903], [0.0204, 0.4420, 1.3848], [0.0204, 1.1662, -1.0064]]
}

[3]
{
  "formula": "C5H10CsO3",
  "method": "ωB97M-V with the def2-TZVPD basis set",
  "e_homo_ev": -1.050,
  "charge": -1,
  "total_energy_ev": -12032.4675,
  "gap_ev": 2.801,
  "elements": ["C", "O", "C", "C", "O", "C", "H", "H", "H", "H", "H", "H", "H", "H", "H", "Cs", "O", "C", "H"],
  "coordinates": [[-1.4541, -0.1093, 1.5784], [-0.0076, -0.0929, 1.7695], [0.5170, 0.8423, 2.6731], [2.0107, 0.9009, 2.4519], [2.2232, 1.1766, 1.0788], [3.5810, 1.2551, 0.7133], [-1.8938, -0.4615, 2.5390], [-1.7653, 0.9572, 1.4806], [0.3000, 0.5590, 3.7198], [0.0695, 1.8368, 2.4890], [2.4772, -0.0674, 2.7086], [2.4641, 1.6857, 3.0797], [3.6235, 1.5023, -0.3539], [4.0958, 2.0393, 1.2914], [4.0899, 0.2908, 0.8817], [0.6108, -0.5636, -1.0585], [-2.0200, -0.3192, -2.9367], [-2.5578, -1.2444, -2.2691], [-3.4324, -1.7042, -2.8348]]
}

[4]
{
  "formula": "C3H4O2P",
  "method": "ωB97M-V with the def2-TZVPD basis set",
  "e_homo_ev": [0.170, -3.360],
  "charge": -1,
  "total_energy_ev": -16555.4597,
  "spin_multiplicity": 3,
  "gap_ev": [4.303, 6.161],
  "relative_energy_kcal_mol": 0.0,
  "elements": ["C", "C", "C", "O", "O", "P", "H", "H", "H", "H"],
  "coordinates": [[0.1134, 1.4316, 1.6932], [-0.6021, -0.7025, -0.6146], [-0.0733, -1.3138, -1.6341], [-0.7343, 0.7064, -0.6862], [-0.9989, -1.0917, 0.5311], [-1.2792, 0.7584, 1.0175], [-0.1855, 1.9216, 2.5778], [0.9741, 1.3821, 1.0689], [0.0082, -2.3737, -1.6508], [0.1974, -0.8665, -2.4555]]
}

[5]
{
  "formula": "C4H9N2",
  "method": "ωB97M-V with the def2-TZVPD basis set",
  "e_homo_ev": -15.562,
  "charge": 1,
  "total_energy_ev": -7265.1409,
  "gap_ev": 11.211,
  "relative_energy_kcal_mol": 69.2,
  "smiles": "C/[NH+]=C1\\N[C@H]1C",
  "elements": ["C", "C", "C", "C", "N", "N", "H", "H", "H", "H", "H", "H", "H", "H", "H"],
  "coordinates": [[-0.6535, 0.2320, -0.0695], [-0.0169, 1.4713, -0.4450], [1.4861, 1.4484, -0.7856], [-0.8776, -2.1748, 0.7615], [-0.4060, 1.1517, 0.8990], [-1.1900, -0.9955, -0.1322], [-0.6302, 2.2892, -0.9340], [1.9159, 0.4836, -1.0918], [2.1332, 1.7708, 0.0481], [1.6574, 2.1013, -1.6353], [-1.5824, -2.4317, 1.6023], [0.1302, -1.9950, 1.0658], [-0.8809, -2.9824, 0.0516], [0.1193, 0.9802, 1.7566], [-1.2047, -1.3493, -1.0915]]
}

[6]
{
  "formula": "C20H48FN3O10P",
  "method": "ωB97M-V with the def2-TZVPD basis set",
  "e_homo_ev": -10.787,
  "charge": 1,
  "total_energy_ev": -58459.6727,
  "gap_ev": 7.664,
  "elements": ["C", "C", "O", "O", "C", "C", "C", "C", "C", "C", "C", "C", "C", "C", "F", "N", "N", "C", "O", "C", "P", "C", "C", "C", "N", "C", "C", "C", "O", "H", "H", "H", "H", "H", "H", "H", "H", "H", "H", "H", "H", "H", "H", "H", "H", "H", "H", "H", "H", "H", "H", "H", "H", "H", "H", "H", "H", "H", "H", "H", "H", "H", "H", "H", "H", "O", "H", "H", "O", "H", "H", "O", "H", "H", "O", "H", "H", "O", "H", "H", "O", "H", "H"],
  "coordinates": [[0.4904, -2.0600, 3.6081], [0.3030, -0.8142, 2.7754], [-0.3803, -0.8602, 1.7810], [0.9065, 0.3393, 3.1627], [2.2089, 0.4074, 2.5504], [2.7338, 1.8158, 2.3887], [2.3509, 2.4678, 1.0375], [1.0768, 3.3396, 1.0877], [-0.2590, 2.5109, 1.1158], [-1.2278, 2.9129, -0.0076], [-1.2697, 1.9447, -1.1832], [0.1203, 1.4216, -1.6007], [0.4096, 1.5835, -3.1086], [1.8675, 2.0120, -3.3495], [0.0719, 0.4631, -3.8305], [0.4261, 0.0526, -1.0806], [1.6141, -0.5246, -1.6807], [2.5863, -0.6750, -0.9341], [3.6022, -0.7178, -0.3208], [-0.7414, -0.9355, -1.1418], [-0.2381, -2.5252, -2.0224], [-1.7580, -3.4533, -2.5155], [0.5103, -3.5601, -0.6726], [-2.0197, -0.3358, -1.6881], [-2.3103, 0.8896, -0.9437], [-3.5436, 1.4503, -1.5216], [-4.7448, 0.7838, -0.8527], [-5.1394, 1.4165, 0.4559], [-5.9003, 1.5362, -0.8250], [-0.4931, -2.3312, 3.9926], [0.8092, -2.8824, 2.9592], [1.1651, -1.8822, 4.4381], [2.1651, -0.1621, 1.6125], [2.9062, -0.1301, 3.2095], [3.8196, 1.7268, 2.3961], [2.4427, 2.5072, 3.1777], [2.2110, 1.6364, 0.3299], [3.2054, 3.0329, 0.6646], [1.1536, 3.9400, 1.9905], [1.0287, 3.9636, 0.1956], [-0.0783, 1.4381, 1.1780], [-0.7280, 2.7959, 2.0555], [-2.2355, 2.9145, 0.4151], [-1.0812, 3.9233, -0.3694], [-1.6371, 2.5038, -2.0443], [0.8397, 2.0847, -1.1236], [-0.1834, 2.4024, -3.5088], [1.8793, 3.0979, -3.2481], [2.5600, 1.5931, -2.6288], [2.1197, 1.7910, -4.3837], [0.6323, 0.1674, -0.0834], [-0.9551, -1.2236, -0.1117], [-1.9529, -3.3611, -3.5794], [-2.6500, -3.1636, -1.9558], [-1.5877, -4.5082, -2.3050], [1.3949, -4.0704, -1.0541], [0.8319, -2.9684, 0.1870], [-0.1635, -4.3423, -0.3286], [-2.0565, -0.2309, -2.7805], [-2.7993, -1.0475, -1.4202], [-3.6307, 1.2468, -2.5954], [-3.6529, 2.5005, -1.2732], [-4.8381, -0.2869, -0.9208], [-5.0578, 2.4840, 0.5763], [-5.6533, 0.7777, 1.1561], [-5.4324, 5.2543, 0.2581], [-5.1750, 4.5382, -0.3306], [-6.3691, 5.1003, 0.4207], [1.5578, -4.8179, 1.8017], [0.9345, -5.5502, 1.7908], [2.3969, -5.2260, 1.5535], [3.8209, -2.0521, 3.4622], [4.2120, -2.3673, 2.6400], [3.8059, -2.8358, 4.0215], [3.0306, -7.3924, 1.3639], [3.4701, -7.7449, 0.5837], [3.0199, -8.1305, 1.9819], [5.1771, -3.7942, 1.0141], [5.6969, -4.3396, 0.4153], [4.7037, -3.1840, 0.4396], [-1.9232, 4.9348, -2.1356], [-1.6106, 5.4890, -2.8591], [-2.7922, 5.2955, -1.9247]]
}

[7]
{
  "formula": "H22O11",
  "method": "ωB97M-V with the def2-TZVPD basis set",
  "e_homo_ev": -9.640,
  "total_energy_ev": -22879.0660,
  "gap_ev": 9.082,
  "relative_energy_kcal_mol": 56.4,
  "smiles": "O.O.O.O.O.O.O.O.O.O.O",
  "elements": ["O", "H", "H", "O", "H", "H", "O", "H", "H", "O", "H", "H", "O", "H", "H", "O", "H", "H", "O", "H", "H", "O", "H", "H", "O", "H", "H", "O", "H", "H", "O", "H", "H"],
  "coordinates": [[3.2605, 1.0777, 1.4869], [2.9045, 0.1667, 1.5269], [2.7125, 1.6237, 0.9389], [-0.1695, -0.0173, 2.8309], [-0.4805, -0.8363, 3.2949], [0.0925, -0.4193, 1.9859], [3.3425, -0.0093, -1.6591], [2.4195, -0.0683, -1.9891], [3.7455, 0.7417, -2.0281], [-3.4335, -0.9473, 2.6929], [-3.4205, -0.9303, 1.7519], [-4.2935, -1.3223, 2.8559], [-1.0855, 1.4967, -1.3821], [-1.8195, 1.4877, -0.7171], [-0.3415, 1.6627, -0.8461], [-2.7715, -1.2053, -0.2341], [-3.3655, -0.4993, -0.5491], [-2.3195, -1.5363, -0.9891], [1.0875, 1.9007, 0.2339], [0.5015, 2.4697, 0.7389], [1.4085, 2.4107, -0.5491], [-1.9885, -0.5043, -2.8191], [-2.8645, -0.0963, -2.9681], [-1.5305, 0.1947, -2.3591], [2.6035, -1.4933, 1.9489], [2.2835, -1.5193, 2.8559], [1.8625, -1.7783, 1.5129], [0.9645, -0.0793, -2.9541], [0.6035, -0.7033, -2.3121], [0.2525, 0.3887, -3.4351], [0.0655, -0.8893, 0.5099], [-0.8265, -0.5993, 0.3439], [0.6005, -0.1683, 0.2809]]
}

[8]
{
  "formula": "C18H21N5O2",
  "method": "ωB97M-V with the def2-TZVPD basis set",
  "e_homo_ev": -8.388,
  "total_energy_ev": -30551.1000,
  "gap_ev": 8.367,
  "relative_energy_kcal_mol": 81.6,
  "smiles": "C=CC(=O)N1CC[C@@H]2CCN(c3nc[nH]c4ncc(C(C)=O)c3-4)[C@@H]2C1",
  "elements": ["O", "O", "N", "N", "C", "C", "C", "C", "C", "C", "C", "C", "C", "C", "N", "N", "N", "C", "C", "C", "C", "C", "C", "C", "C", "H", "H", "H", "H", "H", "H", "H", "H", "H", "H", "H", "H", "H", "H", "H", "H", "H", "H", "H", "H", "H"],
  "coordinates": [[2.0354, -3.2016, -1.5733], [-1.9192, 3.9293, -2.1455], [1.4347, 1.5319, 1.8612], [1.4350, 5.2456, 0.2244], [1.1107, -3.6280, -0.8961], [-0.8831, 3.3111, -1.9591], [2.1469, 2.4937, 2.4040], [1.5980, 4.0678, 0.7540], [2.1443, -5.8920, -0.7109], [0.4825, 5.1143, -0.8103], [0.9986, -5.0956, -0.7679], [0.0717, 3.8041, -0.9782], [0.7319, 3.0919, 0.1168], [0.6976, 1.8537, 0.7177], [2.3546, 3.7319, 1.8606], [0.0648, -2.7930, -0.5245], [-0.3076, 0.9387, 0.2845], [-0.6311, 2.0363, -2.7497], [-1.1483, -3.2175, 0.1842], [-1.7234, 1.2605, 0.5521], [0.1222, -1.3411, -0.7438], [-1.3119, -2.4535, 1.5053], [-2.3361, -0.1106, 0.8140], [-0.0143, -0.4960, 0.5154], [-1.1858, -0.9020, 1.4081], [2.7232, 2.2186, 3.2554], [3.1509, -5.4389, -0.6373], [2.2000, -6.9799, -0.6820], [0.1401, 5.9066, -1.4886], [0.0322, -5.6021, -0.8283], [2.7960, 4.4877, 2.3897], [-1.5252, 1.4594, -2.7214], [0.2093, 1.4759, -2.3026], [-0.3443, 2.3325, -3.7533], [-1.1271, -4.2828, 0.3916], [-2.0164, -3.0164, -0.4303], [-1.7608, 1.8470, 1.4596], [-2.1773, 1.8280, -0.2722], [1.0734, -1.0209, -1.2139], [-0.6436, -1.1229, -1.5307], [-2.2530, -2.7103, 1.9469], [-0.5413, -2.7944, 2.2171], [-2.6571, -0.5728, -0.1055], [-3.1716, -0.1218, 1.5261], [0.9107, -0.6934, 1.0735], [-0.9863, -0.4787, 2.3630]]
}